No. 1
The following is a quantum chemistry calculation of a structure of composition C11H20F3NO5Si2, from the OMol25 dataset.

Geometry as XYZ:
```
42
C11H20F3NO5Si2 ωB97M-V/def2-TZVPD
C -2.971 0.524 2.092
C -2.830 -0.711 1.198
C -4.177 -1.428 1.054
C -2.265 -0.287 -0.181
C -1.174 -1.237 -0.744
Si 0.321 -0.303 -1.375
C 1.045 -1.015 -2.959
C 1.324 0.060 -3.991
O 2.135 1.071 -3.343
C 1.770 2.356 -3.531
O 1.765 3.160 -2.652
O 1.521 -0.357 -0.208
Si 1.849 0.730 0.941
C 3.583 1.299 0.925
F 0.878 1.988 0.851
N 1.384 -0.070 2.477
C 1.994 0.395 3.638
O 2.694 -0.184 4.389
F 1.670 1.680 3.809
C 1.355 -1.495 2.442
O 2.179 -2.234 2.056
F 0.188 -1.924 2.927
H -1.998 0.872 2.448
H -3.607 0.329 2.957
H -3.427 1.345 1.530
H -2.097 -1.383 1.653
H -4.058 -2.478 0.778
H -4.752 -1.378 1.980
H -4.778 -0.941 0.282
H -1.865 0.727 -0.085
H -3.086 -0.241 -0.899
H -0.852 -1.942 0.029
H -1.566 -1.819 -1.584
H -0.096 1.087 -1.645
H 1.982 -1.534 -2.743
H 0.334 -1.739 -3.369
H 0.398 0.502 -4.367
H 1.897 -0.329 -4.836
H 1.531 2.606 -4.580
H 3.712 1.824 -0.027
H 3.807 2.012 1.719
H 4.283 0.463 0.944
```

Calculated values
**LUMO energy**: 0.598 eV
**E_HOMO**: -10.39 eV
**Net charge**: 0
**Total energy**: -1740.93322 Eh
**Molar mass**: 359.4 g mol⁻¹


No. 2
The following is a quantum chemistry calculation of a structure of composition C11H20LaN3P2 in a non-equilibrium geometry, from the OMol25 dataset.

Geometry as XYZ:
```
37
C11H20LaN3P2 ωB97M-V/def2-TZVPD
C -3.703 0.249 -2.684
C -4.735 -0.425 -3.390
C -5.846 -0.608 -2.518
C -5.521 -0.041 -1.247
C -4.209 0.501 -1.307
La -0.652 1.060 -0.908
P 1.658 2.665 -1.690
H -2.726 0.566 -3.073
H -4.681 -0.747 -4.427
H -6.790 -1.080 -2.782
H -3.666 1.030 -0.512
H -6.177 -0.027 -0.378
H 1.560 4.005 -1.182
H 2.016 3.035 -3.026
H 2.985 2.389 -1.198
C 2.552 -0.849 2.870
N 1.179 -1.286 2.530
C 1.263 -2.154 1.331
N 1.911 -1.514 0.174
C 3.220 -0.949 0.535
N 3.235 -0.124 1.775
C 2.709 1.232 1.599
P 0.972 1.028 1.073
C 0.270 -0.127 2.317
C 0.990 -0.554 -0.481
H 3.157 -1.747 3.089
H 2.499 -0.203 3.757
H 0.249 -2.468 1.045
H 1.882 -3.027 1.605
H 3.611 -0.358 -0.304
H 3.879 -1.808 0.753
H 2.719 1.785 2.552
H 3.295 1.801 0.863
H -0.731 -0.479 2.013
H 0.184 0.451 3.249
H 1.427 -0.139 -1.407
H 0.016 -1.084 -0.618
```

Calculated values
**LUMO energy (spin up / spin down)**: -0.869 / -0.977 eV
**E_HOMO (spin up / spin down)**: -5.81 / -5.66 eV
**Net charge**: 0
**Total energy**: -1309.36306 Eh
**Molar mass**: 395.2 g mol⁻¹


No. 3
The following is a quantum chemistry calculation of the molecule C11H20N2O5 in a non-equilibrium geometry, from the OMol25 dataset.

Geometry as XYZ:
```
38
C11H20N2O5 ωB97M-V/def2-TZVPD
C -3.724 1.696 0.502
C -2.343 1.130 0.143
C -1.271 1.970 0.815
C -1.226 3.436 0.314
C 0.116 1.453 0.708
N 0.319 0.043 0.918
C 1.304 -0.712 0.459
O 2.260 -0.261 -0.153
C 1.150 -2.176 0.659
N -0.254 -2.507 0.907
C 1.717 -2.940 -0.546
C 0.954 -2.684 -1.860
C 2.019 -2.503 -2.959
O 2.062 -3.207 -3.931
O 2.969 -1.576 -2.718
C 1.091 2.307 1.522
O 0.711 2.884 2.538
O 2.432 2.266 1.192
H -4.453 0.880 0.174
H -4.026 2.596 -0.086
H -3.750 1.771 1.589
H -2.047 1.079 -0.942
H -2.206 0.065 0.507
H -1.500 2.063 1.916
H -1.379 3.483 -0.814
H -1.969 4.057 0.866
H -0.261 3.893 0.664
H 0.438 1.634 -0.309
H -0.283 -0.538 1.471
H 1.706 -2.358 1.563
H -0.756 -2.399 0.063
H -0.471 -3.513 1.245
H 1.799 -4.050 -0.386
H 2.755 -2.477 -0.730
H 0.356 -1.787 -1.834
H 0.294 -3.521 -2.014
H 2.768 -1.072 -1.942
H 2.700 1.577 0.490
```

Calculated values
**LUMO energy**: 0.290 eV
**E_HOMO**: -10.20 eV
**ΔE to the lowest compared entry with this formula, charge and spin**: 1.122 eV
**Net charge**: 0
**Total energy**: -916.88800 Eh
**Molar mass**: 260.3 g mol⁻¹
**SMILES string**: CC[C@H](C)[C@H](NC(=O)[C@@H](N)CCC(=O)O)C(=O)O


No. 4
The following is a quantum chemistry calculation of a structure of composition C11H20N2OPYb in a non-equilibrium geometry, from the OMol25 dataset.

Geometry as XYZ:
```
36
C11H20N2OPYb ωB97M-V/def2-TZVPD
C -1.069 3.755 -2.109
C -0.479 3.000 -3.168
C -1.351 1.941 -3.514
C -2.522 2.066 -2.725
C -2.354 3.163 -1.825
Yb -0.600 1.777 0.339
P 0.285 3.691 1.840
H -0.676 4.670 -1.656
H 0.515 3.197 -3.576
H -1.133 1.151 -4.182
H -3.096 3.585 -1.138
H -3.390 1.400 -2.711
H -0.698 4.162 2.769
H 1.202 4.771 1.768
H 1.004 2.756 2.670
C 2.308 -0.999 -0.929
N 1.561 -1.811 0.020
C 1.584 -3.265 -0.083
C 1.124 -3.839 1.229
C -0.203 -3.282 1.709
N -0.148 -1.832 1.641
C -1.184 -1.080 2.369
C 0.650 -1.194 0.763
O 0.537 0.099 0.625
H 1.664 -0.548 -1.723
H 3.050 -1.643 -1.417
H 2.826 -0.178 -0.424
H 0.906 -3.592 -0.903
H 2.622 -3.531 -0.323
H 1.882 -3.673 2.002
H 0.991 -4.908 1.098
H -0.405 -3.531 2.766
H -1.042 -3.648 1.081
H -2.198 -1.305 1.994
H -1.150 -1.343 3.432
H -1.014 0.017 2.290
```

Calculated values
**Multiplicity**: 2
**LUMO energy (spin up / spin down)**: 0.151 / -0.022 eV
**E_HOMO (spin up / spin down)**: -3.84 / -6.29 eV
**ΔE to the lowest compared entry with this formula, charge and spin**: 0.000 eV
**Net charge**: 0
**Total energy**: -2115.79333 Eh
**Molar mass**: 400.3 g mol⁻¹


No. 5
The following is a quantum chemistry calculation of the molecule C11H20N2S in a non-equilibrium geometry, from the OMol25 dataset.

Geometry as XYZ:
```
34
C11H20N2S ωB97M-V/def2-TZVPD
C -0.458 -0.024 0.330
C -0.709 -1.313 -0.286
C 0.090 -1.442 -1.371
C 0.475 0.629 -0.380
C 2.859 2.441 0.394
C 0.932 -0.206 -1.524
C 0.231 -2.595 -2.301
C -1.049 -3.066 1.438
C -2.977 -1.625 0.715
C 0.667 3.744 2.045
C -1.685 -2.308 0.268
N 0.254 2.704 1.142
N 1.128 3.056 -1.777
S 1.232 2.162 0.092
H -0.945 0.349 1.209
H 3.127 2.106 1.383
H 3.465 2.046 -0.405
H 1.997 -0.436 -1.460
H 0.772 0.304 -2.474
H 1.097 -3.199 -2.025
H 0.379 -2.247 -3.321
H -0.647 -3.236 -2.272
H -0.810 -2.379 2.246
H -0.133 -3.560 1.122
H -1.738 -3.819 1.815
H -2.812 -1.038 1.617
H -3.745 -2.370 0.929
H -3.346 -0.962 -0.068
H -0.213 4.336 2.301
H 1.432 4.395 1.611
H 1.077 3.310 2.963
H -1.928 -3.030 -0.518
H 0.195 3.454 -1.771
H 1.789 3.817 -1.667
```

Calculated values
**Multiplicity**: 3
**LUMO energy (spin up / spin down)**: 0.589 / -2.711 eV
**E_HOMO (spin up / spin down)**: -4.53 / -7.79 eV
**Net charge**: 0
**Total energy**: -938.51833 Eh
**Molar mass**: 212.4 g mol⁻¹


No. 6
The following is a quantum chemistry calculation of the ion C11H20N3O3S2 with charge -1 in a non-equilibrium geometry, from the OMol25 dataset.

Geometry as XYZ:
```
39
C11H20N3O3S2 ωB97M-V/def2-TZVPD
C -3.271 1.525 1.601
N -2.310 1.030 0.621
C -2.165 1.500 -0.627
O -2.859 2.424 -1.033
C -0.980 0.919 -1.471
C -0.173 2.056 -2.144
C 0.279 3.158 -1.169
S 1.567 4.290 -1.821
C 3.040 3.263 -1.586
N -0.008 0.082 -0.729
C -0.175 -1.180 -0.391
O -1.141 -1.841 -0.728
C 0.885 -1.778 0.538
C 2.309 -1.814 -0.026
S 2.987 -0.135 -0.146
N 0.585 -3.127 1.012
C -0.326 -3.424 1.958
C -0.428 -4.864 2.277
O -0.976 -2.593 2.568
H -4.296 1.565 1.212
H -3.222 0.900 2.488
H -3.002 2.537 1.912
H -1.704 0.273 0.894
H -1.452 0.297 -2.213
H 0.656 1.617 -2.655
H -0.814 2.532 -2.882
H -0.550 3.813 -0.957
H 0.701 2.717 -0.289
H 2.967 2.290 -2.110
H 3.946 3.764 -1.914
H 3.152 3.111 -0.503
H 0.866 0.426 -0.412
H 0.910 -1.128 1.385
H 2.329 -2.241 -1.043
H 2.970 -2.384 0.615
H 1.097 -3.912 0.579
H -1.144 -4.959 3.093
H -0.744 -5.453 1.456
H 0.494 -5.257 2.638
```

Calculated values
**LUMO energy**: 3.004 eV
**E_HOMO**: -3.60 eV
**ΔE to the lowest compared entry with this formula, charge and spin**: 0.000 eV
**Net charge**: -1
**Total energy**: -1617.63452 Eh
**Molar mass**: 306.4 g mol⁻¹
**SMILES string**: CNC(=O)[C@@H](CCSC)NC(=O)[C@H](C[S-])NC(C)=O


Which of these has the lowest total energy?
C11H20N2OPYb


The lowest net charge belongs to which entry?
C11H20N3O3S2


The lowest total energy belongs to which entry?
C11H20N2OPYb